Entry 1:
Computed, not measured: a gas-phase ion, C3H5N5 (charge +2) at a distorted geometry, with ωB97M-V with the def2-TZVPD basis set.

Geometry as XYZ:
```
13
Properties=species:S:1:pos:R:3:forces:R:3:lowdin_charge:R:1
C -1.276 -3.849 -0.393 0.5 3.3 1.1 0.47
C -0.933 -1.533 0.329 0.3 -0.8 0.7 0.06
C 0.299 1.229 -0.091 -2.6 2.1 -1.2 -0.29
N -0.985 -0.690 1.175 -0.9 -0.9 -1.4 0.15
N -0.740 0.294 1.809 0.7 3.4 2.4 0.15
N -1.132 -2.782 0.050 -0.6 -1.5 -1.4 0.23
N -0.375 1.392 1.203 0.6 -0.6 -1.1 0.14
N 0.860 0.056 -0.384 1.5 -2.8 -0.4 0.17
H -1.216 -4.750 -0.907 -0.2 -2.0 -0.6 0.15
H -0.323 1.902 -0.929 0.7 -2.4 1.4 0.25
H 0.994 2.035 -0.093 1.8 0.8 0.1 0.16
H -0.045 2.271 1.639 -1.0 -0.9 1.3 0.21
H 1.285 -0.642 0.332 -0.8 2.3 -1.1 0.15
```
Positions in Å, forces in eV/Å.

## Properties
Orbital gap (spin up / spin down) ... 0.25826 / 0.25881 hartree
Energy above the lowest of the compared OMol25 structures with the same formula, charge and spin ... 166.0 kcal/mol
HOMO energy (spin up / spin down) ... -0.68911 / -0.69751 Ha
Net charge ... +2

***

Entry 2:
Computed, not measured: C5H10O in the gas phase at a distorted geometry, with ωB97M-V with the def2-TZVPD basis set.

Geometry as XYZ:
```
16
Properties=species:S:1:pos:R:3:forces:R:3:lowdin_charge:R:1
C 1.124 -0.705 0.757 0.1 0.0 0.3 -0.10
C -0.335 -0.457 0.800 -0.2 0.0 -0.1 -0.26
C 0.487 0.438 1.659 0.3 -0.1 0.2 -0.08
O 0.328 1.420 -0.657 0.0 0.1 -0.2 -0.09
C -0.687 0.439 -0.429 -0.3 -0.1 -0.1 -0.41
C -0.873 -0.258 -1.761 -0.1 -0.1 0.0 -0.05
H 1.599 -1.373 1.462 -0.3 -0.4 -0.1 0.09
H 1.173 1.013 -0.409 -0.2 0.4 -0.2 0.07
H 1.528 -0.861 -0.255 0.3 1.0 0.5 0.11
H -1.078 -1.179 1.134 0.1 0.2 -0.1 0.14
H 0.805 0.239 2.672 -0.6 -0.4 0.2 0.09
H 0.208 1.483 1.514 1.1 -0.2 -0.3 0.11
H -1.584 1.011 -0.162 0.0 -0.1 -0.1 0.14
H -1.057 0.524 -2.507 -0.1 -0.2 0.1 0.08
H -1.696 -0.974 -1.764 0.0 0.0 0.0 0.08
H 0.057 -0.760 -2.056 -0.2 0.0 0.1 0.08
```
Positions in Å, forces in eV/Å.

## Properties
SMILES string ... C[C@H](O)C1CC1
Orbital gap ... 0.39927 hartree
Energy above the lowest of the compared OMol25 structures with the same formula, charge and spin ... 54.3 kcal/mol
HOMO energy ... -0.35889 Ha